Below is a cluster of 2 separate species, C3H12N2OS in total, with properties calculated with the ωB97M-V functional and the def2-TZVPD basis.

Output
<S²>: 0.751
2S+1: 2
gap between HOMO and LUMO (spin up / spin down): 1.635 / 8.006 eV
charge: -1
E_HOMO (spin up / spin down): 0.98 / -5.49 eV
energy relative to the best compared isomer or geometry (same formula, charge and spin): 151.7 kJ/mol

The geometry in XYZ format:
```
19
Properties=species:S:1:pos:R:3:forces:R:3
C -0.7322 -0.2377 0.7162 -1.63 -0.91 -3.77
C -1.2816 1.1425 0.2785 2.59 1.66 1.91
S -2.4322 1.6875 1.5501 -0.01 -0.63 1.39
N 0.5115 -0.4747 -0.0827 -2.24 1.77 1.82
C 0.4246 -0.4855 -1.5513 2.97 -0.62 1.49
N 1.8554 -0.4722 -1.9978 -2.56 -1.01 -1.28
H -0.5058 -0.2305 1.7306 0.61 0.01 1.82
H -1.6706 -1.0469 0.6043 2.24 1.72 0.01
H -1.7623 1.1673 -0.6407 -0.79 -0.29 -1.72
H -0.3977 1.9339 0.2481 -1.63 -1.83 -0.04
H -3.2344 2.5488 0.9733 -0.24 0.48 -0.81
H 0.9157 -1.3272 0.2363 0.64 -0.72 0.12
H 0.1149 -1.4991 -1.6959 -1.02 -0.41 -1.53
H -0.1803 0.3362 -1.9398 0.08 -0.40 -0.09
H 2.3196 -1.2039 -1.4632 0.44 0.41 0.01
H 2.2731 0.4155 -1.9088 0.54 0.92 0.57
H 4.0873 -2.5513 -0.8623 1.12 -0.24 -0.09
H 3.5136 -2.2289 0.5343 1.26 0.54 3.19
O 3.3011 -2.4003 -0.3394 -2.38 -0.45 -3.01
```
Forces are in eV/Å.

***

Below is a structure of composition C20H28N2O2S2Tl, with properties calculated with the ωB97M-V functional and the def2-TZVPD basis.

Output
gap between HOMO and LUMO: 7.488 eV
charge: -1
E_HOMO: -4.71 eV
energy relative to the best compared isomer or geometry (same formula, charge and spin): 37.2 kJ/mol

The geometry in XYZ format:
```
55
Properties=species:S:1:pos:R:3:forces:R:3
Tl 0.5063 -0.5418 0.1229 1.02 -0.33 0.13
C -1.2309 2.3157 0.8391 -0.02 0.29 -0.08
N -1.6701 0.9321 0.8069 0.06 0.05 0.16
C -2.7211 0.6998 -0.1762 -0.07 -0.07 -0.40
C -2.2354 0.8883 -1.6171 -0.15 0.18 0.38
N -1.2316 -0.0891 -2.0181 0.05 0.00 -0.18
C -1.8190 -1.3942 -2.2713 -0.13 -0.18 -0.01
C -0.4070 0.3856 -3.0875 0.37 0.10 -0.23
C -0.7158 0.1183 -4.4159 -0.18 -0.14 -0.09
C 0.1021 0.5166 -5.4590 0.01 -0.05 -0.09
C 1.2828 1.1844 -5.1795 0.00 0.03 -0.15
C 1.5944 1.4874 -3.8725 -0.08 -0.01 -0.05
C 0.7599 1.1203 -2.8136 0.00 0.06 0.06
S 1.2407 1.6409 -1.2251 0.05 -0.43 0.64
C -1.9828 0.3945 2.0879 -0.06 -0.19 0.45
C -2.3979 1.2050 3.1370 -0.02 0.16 -0.03
C -2.6201 0.6943 4.4035 0.01 0.10 0.12
C -2.4165 -0.6520 4.6514 -0.08 0.05 0.11
C -2.0256 -1.4759 3.6169 -0.02 0.07 0.06
C -1.8121 -0.9772 2.3357 -0.11 -0.08 -0.18
S -1.3601 -2.1073 1.0850 0.66 0.06 -0.45
H -2.0659 3.0205 0.9539 -0.07 0.01 0.14
H -0.7033 2.5518 -0.0827 -0.11 -0.01 0.12
H -0.5204 2.4323 1.6544 0.01 0.08 0.04
H -3.5610 1.3998 -0.0075 0.12 -0.08 0.02
H -3.0989 -0.3162 -0.0403 0.04 0.09 0.02
H -1.8084 1.8873 -1.7277 -0.01 -0.09 -0.05
H -3.1174 0.8267 -2.2817 0.13 0.03 0.04
H -2.6528 -1.3496 -2.9867 0.01 0.00 -0.06
H -2.1908 -1.8089 -1.3365 -0.02 0.02 -0.04
H -1.0470 -2.0608 -2.6467 0.05 -0.06 -0.03
H -1.6195 -0.4242 -4.6525 -0.09 -0.07 0.03
H -0.1763 0.2954 -6.4810 -0.01 -0.06 -0.01
H 1.9660 1.4513 -5.9758 -0.02 0.07 -0.03
H 2.5081 2.0110 -3.6339 0.09 0.02 0.03
H -2.5418 2.2631 2.9722 0.01 0.06 -0.03
H -2.9288 1.3610 5.1966 -0.02 0.03 0.07
H -2.5444 -1.0511 5.6493 -0.04 -0.03 0.02
H -1.8468 -2.5264 3.7865 0.03 -0.10 0.02
C 3.3546 -0.0851 3.6499 -0.13 0.04 -0.54
C 2.8844 -0.4549 2.2268 0.54 -0.15 0.10
C 3.2001 -1.9377 1.9848 -0.13 0.37 -0.14
O 1.5440 -0.1584 2.0983 -1.11 0.03 -0.71
H 4.4416 -0.1262 3.7079 0.15 -0.03 0.08
H 2.9324 -0.7772 4.3755 -0.10 -0.08 0.08
H 3.0222 0.9181 3.8929 -0.03 0.22 0.07
H 3.4852 0.1472 1.5099 0.01 -0.12 0.12
H 2.7381 -2.5372 2.7655 -0.08 -0.11 0.16
H 4.2767 -2.0985 1.9939 0.19 -0.13 0.02
H 2.7977 -2.2601 1.0264 0.05 -0.04 -0.15
C 2.9082 -1.3626 -1.7197 0.34 0.12 -0.29
O 1.8178 -1.9198 -1.0905 -1.34 0.20 0.80
H 3.4009 -0.5714 -1.1304 0.04 -0.01 -0.13
H 2.6458 -0.9329 -2.7045 0.18 0.03 0.11
H 3.6594 -2.1525 -1.8971 0.03 0.09 -0.02
```
Forces are in eV/Å.

***

Below is a cluster of 2 separate species, C5H12FN2 in total, with properties calculated with the ωB97M-V functional and the def2-TZVPD basis.

Output
gap between HOMO and LUMO: 7.590 eV
charge: +1
E_HOMO: -13.25 eV
energy relative to the best compared isomer or geometry (same formula, charge and spin): 140.0 kJ/mol

The geometry in XYZ format:
```
20
Properties=species:S:1:pos:R:3:forces:R:3
C 0.5374 -1.4984 -0.3975 -1.77 -0.46 -0.26
C -0.0057 -2.7137 -1.0782 0.61 1.03 0.04
C -1.5500 1.6256 -0.0359 -2.11 2.04 1.23
C 0.3761 2.0919 1.6854 -0.47 -3.20 -0.20
C -0.1495 1.7379 0.3355 2.63 -1.46 -1.95
N 1.6206 -1.0592 -0.9982 1.61 -1.86 -2.81
N -0.0619 -0.8498 0.5328 0.48 0.95 0.44
F 0.7701 1.5541 -0.6846 -2.45 1.11 2.76
H -0.1350 -2.3488 -2.0975 0.09 -0.83 -0.28
H 0.7408 -3.4625 -0.9134 0.31 -0.80 -0.63
H -0.9280 -3.0497 -0.6985 -1.11 -0.30 0.53
H -1.8569 1.7357 -1.1108 0.78 0.05 1.05
H -2.1747 2.3826 0.6973 1.48 -1.77 -1.94
H -1.8427 0.6201 0.2940 -0.04 0.25 -0.01
H 1.4187 1.6825 1.8643 -1.52 0.16 -0.18
H 0.4367 3.1158 1.8494 -0.07 2.28 -0.13
H -0.4535 1.7273 2.3865 1.51 0.25 -0.65
H 2.0248 -1.6074 -1.8286 -0.79 1.42 2.15
H 2.1238 -0.3321 -0.5997 1.17 1.30 0.47
H -0.8910 -1.3519 0.7975 -0.36 -0.14 0.37
```
Forces are in eV/Å.

***

Below is the ion C4H6N with charge +1, with properties calculated with the ωB97M-V functional and the def2-TZVPD basis.

Output
gap between HOMO and LUMO (spin up / spin down): 8.794 / 6.932 eV
charge: +1
E_HOMO (spin up / spin down): -16.20 / -15.31 eV
energy relative to the best compared isomer or geometry (same formula, charge and spin): 388.1 kJ/mol

The geometry in XYZ format:
```
11
Properties=species:S:1:pos:R:3:forces:R:3
C -0.5481 0.6569 -0.1090 0.35 0.72 -0.12
C -1.9172 0.5429 -0.0206 0.68 1.56 -1.58
C 0.4154 -0.5632 0.0181 1.11 -1.29 -0.38
C 1.5529 0.5875 0.0177 0.21 -2.42 0.25
N 0.4356 1.4859 -0.0545 -1.22 0.99 -0.13
H -2.1510 0.1806 0.9063 -1.26 -1.36 2.19
H -2.6822 0.8237 -0.7317 0.14 -0.08 -0.23
H 0.2793 -1.2116 0.8953 0.12 0.81 0.25
H 0.1541 -1.2790 -0.8256 1.06 1.27 0.38
H 2.0903 0.6988 0.9846 -0.57 -0.12 -0.48
H 2.3239 0.6520 -0.7597 -0.63 -0.08 -0.15
```
Forces are in eV/Å.

***

Below is a structure of composition C34H47BGeIrN9S, with properties calculated with the ωB97M-V functional and the def2-TZVPD basis.

Output
<S²>: 6.039
2S+1: 5
gap between HOMO and LUMO (spin up / spin down): 6.813 / 4.091 eV
charge: +4
E_HOMO (spin up / spin down): -18.86 / -18.86 eV

The geometry in XYZ format:
```
94
Properties=species:S:1:pos:R:3:forces:R:3
Ir -0.8088 0.1989 0.7771 -0.64 -0.98 3.88
C -4.1471 -0.6373 0.6193 -0.51 0.59 0.38
C -3.4970 -0.7055 1.9566 -0.66 0.61 2.32
C -4.1329 -0.6857 3.2614 0.47 -0.65 -1.80
C -3.1342 -0.6101 4.1794 0.23 -0.18 -0.18
N -1.9222 -0.5239 3.5728 -0.86 0.24 -0.88
N -2.1872 -0.5786 2.1428 0.94 0.01 2.33
B -0.6929 0.2771 4.1945 -0.06 -0.06 -2.87
N 0.5654 -0.3880 3.5530 -0.52 0.48 -0.44
C 1.7076 -0.7093 4.1600 1.15 0.87 -2.07
C 2.7466 -0.5705 3.2095 -1.82 0.03 -0.94
C 2.0983 -0.1755 1.9714 1.87 -0.80 1.53
C 2.6909 0.0980 0.6186 0.97 0.02 -0.42
N 0.7976 -0.0805 2.1902 -0.73 -0.50 1.26
N -0.7227 1.6818 3.5295 -0.73 0.78 -1.46
C -0.3503 2.9185 3.9896 -0.09 -1.90 -1.09
C -0.3829 3.7888 2.9485 -1.00 0.57 -1.15
C -1.0110 3.1358 1.8365 0.67 0.29 2.15
C -1.7387 3.7526 0.7057 0.58 0.78 -0.30
N -1.0992 1.8322 2.1335 0.41 -0.65 1.15
N -0.6726 0.3970 5.7153 0.01 -3.62 1.08
C -1.3534 1.2522 6.5718 -0.20 1.22 1.61
C -1.3434 0.7244 7.8479 0.26 -0.93 -2.59
C -0.7126 -0.5606 7.7016 -0.72 3.09 2.37
C -0.3828 -1.4534 8.7913 0.21 -0.46 -0.09
N -0.3997 -0.7567 6.4037 0.61 1.21 -3.41
H -5.2257 -0.8653 0.6862 0.58 0.10 0.01
H -4.0401 0.4082 0.2743 -0.15 -0.40 -0.10
H -3.6888 -1.3061 -0.0856 0.14 -0.33 -0.37
H -5.1675 -0.8410 3.4696 -0.43 0.00 -0.04
H -3.2602 -0.7137 5.2560 0.30 0.27 -0.25
H 1.6971 -0.9054 5.2147 0.28 -0.24 0.08
H 3.7730 -0.8059 3.3507 0.58 0.05 0.04
H 3.8049 -0.0279 0.5859 -1.05 0.04 0.32
H 2.2915 -0.5635 -0.1579 -0.06 -0.20 0.22
H 2.4962 1.1156 0.2438 -0.04 -0.13 0.49
H -0.1181 3.0417 5.0321 0.36 0.22 -0.03
H -0.0655 4.8039 2.9664 -0.19 0.64 0.10
H -1.3236 4.7662 0.5557 -0.15 -0.54 -0.31
H -1.6323 3.1285 -0.1857 -0.33 0.58 0.06
H -2.8071 3.9177 0.9423 0.48 -0.39 0.05
H -1.7330 2.2342 6.2279 0.19 -0.91 0.26
H -1.7414 1.1562 8.7113 -0.43 0.53 1.16
H -0.9220 -1.2092 9.7122 0.25 0.04 -0.26
H -0.7143 -2.4050 8.3909 0.02 -0.88 0.26
H 0.7100 -1.5839 8.9943 -0.62 0.20 -0.28
C 0.0218 -3.1983 1.4318 0.90 -0.74 0.53
C -0.7571 -2.9862 0.1843 0.17 1.40 -0.46
C -1.1353 -4.0913 -0.6210 0.52 1.21 0.24
C -1.7906 -3.8924 -1.8099 -0.38 0.79 -0.21
C -2.0521 -2.5599 -2.2602 0.49 0.54 0.53
C -2.8407 -2.2564 -3.3965 0.71 1.01 0.47
C -3.0828 -0.9196 -3.8220 -0.10 -0.81 0.31
C -2.4638 0.0945 -3.1307 0.81 0.77 -0.40
C -1.5630 -0.1496 -2.0664 -0.18 0.78 0.74
S -0.6688 1.2269 -1.2203 -0.79 -1.39 -2.03
C -1.4827 -1.4687 -1.5097 -0.34 -1.02 0.65
N -0.9550 -1.6530 -0.2410 0.23 -0.99 -1.56
H 0.0778 -4.2652 1.7500 -0.41 0.72 -0.42
H -0.3131 -2.6137 2.2919 -0.13 0.08 -0.23
H 1.0926 -2.9363 1.2513 -0.67 0.11 -0.03
H -0.7935 -5.0588 -0.2949 -0.28 -0.26 0.07
H -2.1160 -4.7157 -2.4291 -0.02 -0.20 0.01
H -3.2618 -3.0341 -3.9699 -0.46 -1.00 -0.50
H -3.7502 -0.7714 -4.6846 0.44 0.22 0.51
H -2.5460 1.1212 -3.4679 -0.19 0.01 -0.03
C 1.5675 1.0353 -7.3269 1.37 0.05 0.03
C 1.3769 2.4878 -6.8914 -0.69 0.06 -0.95
C 1.4863 2.6793 -5.3869 0.51 0.31 0.39
C 0.4128 1.9816 -4.5404 -2.50 0.51 -0.41
Ge 1.1496 1.3088 -2.8937 1.55 -0.79 -2.05
C 1.6774 -0.5690 -3.3988 -1.26 0.23 1.29
C 2.9935 -0.8433 -4.1707 0.19 1.55 0.46
C 4.3270 -0.6723 -3.4194 -0.40 0.97 0.29
C 5.5495 -0.9068 -4.2952 -0.53 -0.71 -1.41
H 1.8138 0.9339 -8.4098 -0.39 0.12 0.84
H 0.7327 0.3840 -7.0760 -0.15 0.00 -0.10
H 2.4572 0.6728 -6.7621 -0.46 -0.09 -0.58
H 0.4779 2.8928 -7.3617 -0.51 -0.09 0.59
H 2.0980 3.1325 -7.3780 0.70 -0.07 0.16
H 1.4625 3.7309 -5.0793 0.15 -0.09 -0.34
H 2.4866 2.3222 -5.1267 0.19 -0.06 0.12
H -0.1182 1.1752 -5.1023 0.57 0.33 0.47
H -0.3743 2.7449 -4.3476 0.32 -0.46 -0.08
H 2.1479 2.3130 -2.3921 0.14 0.29 0.83
H 0.8259 -0.7325 -4.0861 0.31 -0.21 0.19
H 1.4370 -1.1650 -2.4719 0.79 -0.01 -0.93
H 3.0100 -0.1914 -5.0762 -0.04 -0.49 0.68
H 2.8701 -1.8314 -4.5165 0.04 -1.37 -0.57
H 4.3588 -1.2638 -2.4961 -0.05 -0.14 -0.20
H 4.3634 0.3772 -3.0972 -0.02 0.02 0.16
H 5.6126 -2.0173 -4.5280 0.29 1.47 0.02
H 6.4728 -0.5223 -3.8822 0.13 -0.34 0.52
H 5.4575 -0.2959 -5.2382 -0.12 -0.91 0.64
```
Forces are in eV/Å.

***

Below is a structure of composition C11H19BCl3IrNO, with properties calculated with the ωB97M-V functional and the def2-TZVPD basis.

Output
<S²>: 8.779
2S+1: 6
gap between HOMO and LUMO (spin up / spin down): 5.665 / 5.201 eV
charge: -2
E_HOMO (spin up / spin down): -1.18 / -1.24 eV
energy relative to the best compared isomer or geometry (same formula, charge and spin): 58.0 kJ/mol

The geometry in XYZ format:
```
37
Properties=species:S:1:pos:R:3:forces:R:3
C -0.6416 1.0020 -2.0469 0.90 -0.95 -1.38
C -1.3933 -0.1851 -1.9666 0.69 0.73 0.33
C -0.5858 -1.2356 -1.5277 -0.32 0.76 -1.24
C -2.8106 -0.2282 -2.4100 -0.46 -0.18 0.48
C 0.8221 -0.7942 -1.3310 -2.49 0.46 -5.97
C 0.7454 0.6945 -1.8313 0.38 -3.32 1.82
C 1.9587 1.3460 -2.3282 0.55 0.76 -0.71
C -1.0524 2.2733 -2.6608 -0.34 0.87 0.06
C -1.0182 -2.6200 -1.6640 -0.36 -1.24 0.60
C 1.9725 -1.6206 -1.7254 0.46 -0.87 -0.28
Ir 1.1387 0.2233 0.1958 -0.70 0.76 3.01
Cl -3.4565 -1.3441 1.3906 -0.21 -0.13 -0.32
Cl -0.1215 2.2026 0.4779 -0.95 2.84 0.09
Cl 1.3126 -2.0840 1.1131 0.78 -1.66 0.28
H -3.3265 0.7145 -2.1583 0.16 -0.40 -0.12
H -3.3238 -1.0302 -1.8784 -0.20 0.05 -0.03
H -2.8928 -0.3970 -3.4950 0.03 0.04 0.15
H -1.9341 -2.7804 -1.0782 0.02 0.03 -0.11
H -0.2771 -3.2944 -1.2441 0.08 -0.18 -0.01
H -1.2134 -2.9137 -2.7137 0.07 0.20 0.28
H 1.8667 -2.6146 -1.2603 0.30 0.40 -0.46
H 2.8747 -1.1414 -1.3093 0.03 -0.49 -0.53
H 1.9799 -1.6650 -2.8247 0.44 -0.19 0.10
H 2.8474 1.1919 -1.6931 -0.39 0.10 -0.32
H 1.7805 2.4131 -2.4353 0.21 0.28 0.07
H 2.1702 0.9597 -3.3244 0.30 -0.03 -0.38
H -2.0270 2.5524 -2.2542 0.03 0.28 -0.02
H -1.1805 2.2134 -3.7564 0.12 -0.14 0.20
H -0.3262 3.0795 -2.4388 -0.47 -0.39 -0.07
O 2.7193 1.0347 0.8191 2.56 2.56 0.64
H 2.4522 1.9874 0.9200 0.48 -1.07 0.20
B 0.1404 0.4158 4.5837 0.01 0.15 1.84
C 0.1993 0.2543 3.0682 -0.42 -0.70 -2.86
N 0.1967 0.0548 1.9105 -1.42 0.65 5.55
H 1.1166 -0.1345 5.0947 -0.07 0.04 -0.25
H -0.8703 -0.1322 5.0323 0.26 0.20 -0.35
H 0.1575 1.6015 4.9235 -0.05 -0.19 -0.28
```
Forces are in eV/Å.

***

Number 1: calculated total energy -704.3369 a.u.. Number 2: calculated total energy -2007.7879 a.u.. Number 3: calculated total energy -406.7678 a.u.. Number 4: calculated total energy -210.3082 a.u.. Number 5: calculated total energy -4419.3505 a.u.. Number 6: calculated total energy -2070.1257 a.u..